A cluster of 5 separate species, C38H59Cl2F8NO9S in total in a non-equilibrium geometry. Source: the OMol25 dataset; level of theory: ωB97M-V/def2-TZVPD.

Output
E_HOMO: -0.27814 Ha
LUMO: 0.4827 eV
E_tot: -4332.4831 a.u.
SMILES: C[C@@H](Cl)Cc1cc2c(cc1CCOCC(F)(F)C(F)(F)C(F)(F)C(F)F)Sc1cccc(Cl)c1N2.COCCOC.COCCOC.COCCOC.COCCOC
HOMO-LUMO gap: 8.1 eV

CARTESIAN COORDINATES (ANGSTROEM)
C -7.1681 -1.4609 -2.9090
C -6.0098 -0.3821 -2.7537
Cl -6.7936 1.0269 -1.8562
C -4.8853 -1.0090 -1.8575
C -3.6793 -0.0657 -1.5506
C -3.4351 1.0932 -2.4263
C -2.2914 2.0097 -2.2306
C -1.3977 1.7220 -1.1194
C -1.5936 0.6206 -0.1821
C -2.7479 -0.2600 -0.4205
C -2.9362 -1.4363 0.6012
C -4.2086 -1.1091 1.4777
O -3.9502 -0.1970 2.5526
C -5.0619 -0.3321 3.4606
C -4.8093 0.6719 4.6454
F -3.5249 1.1799 4.5488
F -4.7811 -0.1095 5.8187
C -5.9051 1.7786 4.8850
F -6.8185 1.3422 5.8355
F -5.2758 2.8877 5.4373
C -6.7006 2.2922 3.6247
F -7.2997 3.4937 4.0249
F -7.7731 1.4823 3.2815
C -5.8288 2.6847 2.3616
F -4.5484 3.0710 2.6712
F -5.8863 1.7212 1.3527
S 0.0495 2.8250 -0.8884
C -0.5753 4.3847 -1.6064
C -0.0090 5.6290 -1.1039
C -0.4915 6.8989 -1.6665
C -1.5371 6.8476 -2.6985
C -2.0853 5.5774 -3.1853
Cl -3.3558 5.6803 -4.4482
C -1.5972 4.2901 -2.6412
N -2.1526 3.0846 -3.1881
H -7.4737 -1.7329 -1.8586
H -6.8124 -2.3874 -3.4263
H -8.0741 -1.0052 -3.3882
H -5.6414 -0.0341 -3.7573
H -5.3789 -1.4432 -0.9530
H -4.4614 -1.8828 -2.4418
H -4.1179 1.3035 -3.2885
H -0.8876 0.4395 0.6626
H -2.0331 -1.5677 1.2620
H -3.1602 -2.3727 0.0214
H -4.6810 -2.0808 1.8006
H -4.9639 -0.6060 0.8003
H -4.9908 -1.3920 3.8512
H -6.0527 -0.2364 2.9463
H -6.3318 3.5896 1.9141
H 0.7848 5.6202 -0.3207
H -0.0581 7.8522 -1.2946
H -1.9085 7.8304 -3.0852
H -3.0648 3.2676 -3.6125
C -5.1910 -6.0547 2.9666
O -4.1379 -5.2271 2.4956
C -3.3028 -4.7538 3.5485
C -2.0096 -5.5494 3.6308
O -2.2510 -6.8945 4.0251
C -2.2206 -7.7971 2.9297
H -5.6273 -6.5690 2.1098
H -4.8335 -6.8044 3.6764
H -5.9643 -5.4408 3.4394
H -3.8350 -4.7715 4.5049
H -3.0604 -3.7114 3.3176
H -1.3716 -5.1004 4.3993
H -1.4666 -5.5124 2.6805
H -1.1858 -7.9635 2.6135
H -2.8085 -7.4319 2.0845
H -2.6419 -8.7465 3.2612
C 2.2438 -4.5591 0.0781
O 3.2005 -3.5126 0.1044
C 2.7769 -2.3657 -0.6298
C 2.2553 -1.2788 0.2953
O 1.0513 -1.6788 0.9442
C 1.2691 -2.0994 2.2824
H 2.5153 -5.2867 0.8440
H 1.2347 -4.1944 0.2876
H 2.2597 -5.0539 -0.8983
H 2.0250 -2.6387 -1.3772
H 3.6542 -1.9852 -1.1595
H 2.0161 -0.3945 -0.3052
H 3.0160 -0.9906 1.0283
H 1.4503 -1.2291 2.9214
H 2.1097 -2.7926 2.3595
H 0.3677 -2.6066 2.6299
C 7.9986 -1.7382 -4.4612
O 7.9060 -0.3781 -4.0678
C 6.5653 0.1039 -4.0796
C 5.9789 0.1466 -2.6782
O 5.8193 -1.1633 -2.1402
C 6.8492 -1.5017 -1.2235
H 8.9920 -2.1013 -4.1957
H 7.2552 -2.3601 -3.9562
H 7.8719 -1.8218 -5.5453
H 5.9412 -0.4994 -4.7467
H 6.5971 1.1219 -4.4780
H 4.9809 0.5945 -2.7307
H 6.5903 0.7687 -2.0168
H 6.6907 -0.9768 -0.2756
H 7.8393 -1.2594 -1.6162
H 6.8010 -2.5756 -1.0406
C 7.8401 6.5560 -1.1100
O 8.0789 5.6803 -0.0189
C 6.9906 4.7938 0.2178
C 7.2695 3.4095 -0.3460
O 7.3329 3.4295 -1.7676
C 8.6688 3.4131 -2.2511
H 8.7870 7.0219 -1.3843
H 7.4494 6.0245 -1.9812
H 7.1362 7.3394 -0.8116
H 6.0607 5.2021 -0.1909
H 6.8751 4.7149 1.3026
H 6.4408 2.7473 -0.0719
H 8.1875 2.9912 0.0796
H 9.0924 2.4099 -2.1395
H 9.2988 4.1380 -1.7307
H 8.6488 3.6680 -3.3110

Cartesian forces (eV/Å) of the 6 atoms listed first:
C 0.237 0.660 0.701
C -0.651 -1.275 0.285
Cl 0.582 -0.494 -0.587
C 0.631 0.158 -0.726
C 1.614 2.025 0.270
C 1.343 -0.361 1.495